ORCA calculation (the ωB97M-V functional and the def2-TZVPD basis) on C52H41CuN8O5S as an isolated structure.

```
108
Properties=species:S:1:pos:R:3:forces:R:3:lowdin_charge:R:1
Cu 0.178 -0.517 -0.060 -0.0679 0.2561 -0.1462 0.4522
C -7.145 2.713 5.633 0.0317 -0.0676 0.0483 -0.0973
O -6.350 1.569 5.876 -0.2200 0.1381 0.0594 -0.0882
C -5.383 1.291 4.956 0.0823 0.0206 -0.0835 -0.2927
C -4.656 0.123 5.166 0.0611 -0.0742 -0.0052 -0.0002
C -3.653 -0.234 4.284 0.0320 -0.0001 0.0193 -0.0218
C -3.349 0.560 3.174 0.0359 -0.0431 0.0208 -0.2069
C -4.088 1.718 2.980 -0.0667 0.0524 -0.0160 -0.0177
C -5.101 2.095 3.861 0.1104 -0.0222 -0.0990 -0.0192
C -2.281 0.177 2.208 0.0943 -0.0699 -0.0432 -0.0511
C -0.956 0.102 2.666 -0.1948 -0.0231 0.1095 -0.2377
C -0.518 0.319 4.024 -0.1170 -0.0212 -0.1552 -0.0180
C 0.802 -0.010 4.063 0.1434 -0.0663 -0.1408 -0.0108
C 1.177 -0.378 2.716 -0.0542 0.0138 0.1664 -0.2358
N 0.103 -0.304 1.907 0.2325 0.2073 0.3670 0.0690
C 2.507 -0.661 2.300 0.1163 0.0095 -0.0703 -0.0601
C 2.945 -0.570 0.991 -0.0538 0.0109 0.1867 -0.2196
C 4.324 -0.686 0.552 -0.0534 -0.0318 0.0114 0.0001
C 4.350 -0.302 -0.740 -0.0496 0.2340 -0.0813 -0.0148
C 2.974 0.018 -1.128 -0.1341 -0.0870 -0.0879 -0.2037
C 2.513 0.329 -2.437 0.1075 0.0032 -0.0364 -0.0371
C 3.294 1.157 -3.400 -0.0273 -0.0652 0.0758 -0.1401
C 4.508 1.803 -3.081 -0.1879 -0.1613 -0.0283 -0.0242
C 5.189 2.595 -3.984 0.0542 -0.0266 0.1542 -0.0099
C 4.676 2.822 -5.253 -0.0592 -0.0628 0.0047 -0.3022
O 5.423 3.606 -6.082 0.0509 0.1723 -0.2461 -0.0893
C 4.855 3.926 -7.336 0.0572 -0.0341 0.0738 -0.0993
C 3.441 2.288 -5.575 -0.1467 -0.1122 0.0920 -0.0198
C 2.765 1.494 -4.652 0.0387 0.1137 -0.1103 -0.0344
C 1.257 -0.201 -2.851 0.0625 0.1877 0.0937 -0.2237
N 0.203 -0.421 -2.051 0.1127 -0.1259 -0.2655 0.0656
C -0.744 -1.094 -2.783 -0.3136 0.0009 0.0387 -0.2265
C -2.024 -1.393 -2.354 0.1608 -0.0306 -0.1156 -0.0645
C -2.880 -2.241 -3.238 0.0289 -0.0360 0.0625 -0.2126
C -3.851 -1.715 -4.074 -0.0269 -0.0234 -0.0460 -0.0312
C -4.639 -2.540 -4.879 0.0523 0.0990 0.0690 -0.0272
C -4.447 -3.914 -4.836 0.0415 0.0951 -0.0096 -0.2911
O -5.160 -4.805 -5.587 -0.2024 -0.0387 -0.0958 -0.0906
C -6.237 -4.287 -6.341 0.0858 -0.0584 0.0306 -0.1027
C -3.475 -4.457 -3.999 0.1028 -0.0017 0.0872 0.0080
C -2.699 -3.630 -3.207 0.0243 -0.0037 0.0279 0.0115
C -2.559 -0.989 -1.106 -0.0936 0.0324 0.0603 -0.2183
C -3.950 -1.063 -0.717 0.1386 0.0081 -0.1870 0.0015
C -4.034 -0.525 0.528 0.1746 0.0704 0.0940 -0.0024
C -2.683 -0.183 0.915 -0.1199 0.0566 0.1710 -0.2268
N -1.832 -0.450 -0.110 -0.1255 -0.2101 -0.0987 0.0809
C -0.229 -1.340 -4.114 -0.0208 0.0529 0.0446 0.0195
C 0.984 -0.748 -4.176 -0.0882 -0.2727 0.0467 -0.0279
N 2.163 -0.213 -0.075 0.2521 0.0531 -0.0372 0.0716
C 3.495 -0.991 3.370 -0.1049 -0.0138 -0.0181 -0.2093
C 4.552 -0.140 3.699 0.0279 0.0215 -0.0114 -0.0299
C 5.446 -0.462 4.705 -0.0085 0.1145 -0.0967 -0.0057
C 5.301 -1.652 5.409 -0.0757 -0.0589 -0.0437 -0.2928
O 6.228 -1.888 6.381 0.0589 -0.1342 0.1829 -0.0910
C 6.080 -3.077 7.133 0.0337 0.0714 -0.0459 -0.0969
C 4.257 -2.515 5.101 -0.0920 0.0149 -0.1039 -0.0145
C 3.364 -2.174 4.087 0.0020 0.0210 0.0564 -0.0066
H -7.892 2.743 6.421 -0.0109 -0.0200 0.0460 0.0874
H -7.648 2.654 4.664 -0.0097 -0.0249 -0.0141 0.0926
H -6.551 3.630 5.668 0.0274 0.0108 0.0054 0.0916
H -4.899 -0.496 6.022 0.0161 0.0328 -0.0535 0.1171
H -3.094 -1.150 4.444 -0.0361 0.0528 -0.0147 0.1272
H -3.868 2.343 2.120 -0.0122 -0.0386 0.0540 0.1245
H -5.648 3.009 3.679 0.0324 -0.0382 -0.0113 0.0970
H -1.140 0.661 4.840 0.0619 -0.0340 -0.0749 0.1022
H 1.469 0.013 4.913 -0.0501 0.0012 -0.0657 0.1052
H 5.150 -1.039 1.154 -0.0912 0.0253 -0.0698 0.1096
H 5.207 -0.335 -1.392 -0.0226 0.1248 -0.0935 0.1025
H 4.905 1.736 -2.086 0.1094 -0.1419 0.2390 0.0942
H 6.119 3.078 -3.705 -0.0516 -0.0367 0.0044 0.1167
H 5.565 4.575 -7.839 0.0428 0.0221 0.0024 0.0863
H 3.904 4.453 -7.222 -0.0259 0.0264 0.0188 0.0918
H 4.693 3.033 -7.945 0.0022 -0.0357 0.0036 0.0914
H 2.971 2.493 -6.527 -0.0141 -0.0098 0.0262 0.0987
H 1.774 1.156 -4.918 0.1575 0.2260 -0.0238 0.0886
H -3.999 -0.641 -4.107 0.0072 -0.0496 0.0038 0.1205
H -5.382 -2.096 -5.528 0.0369 -0.0088 0.0407 0.0944
H -6.739 -5.140 -6.788 0.0035 -0.0454 -0.0090 0.0864
H -5.890 -3.622 -7.137 0.0322 0.0244 -0.0188 0.0895
H -6.943 -3.743 -5.710 -0.0176 0.0013 0.0355 0.0915
H -3.344 -5.533 -3.978 -0.0116 0.0711 -0.0008 0.1200
H -1.947 -4.053 -2.542 -0.1032 0.0546 -0.0771 0.1194
H -4.747 -1.465 -1.325 0.0514 0.0102 0.0523 0.1036
H -4.909 -0.420 1.153 0.0681 -0.0124 -0.0664 0.1060
H -0.739 -1.894 -4.889 0.0344 0.0253 0.0590 0.1130
H 1.680 -0.775 -4.999 -0.0808 -0.1019 0.0826 0.1045
H 4.666 0.792 3.155 -0.0100 -0.0446 0.0275 0.1226
H 6.265 0.200 4.964 -0.0486 -0.0384 -0.0171 0.1153
H 6.878 -3.075 7.870 0.0318 0.0183 0.0075 0.0868
H 6.175 -3.964 6.503 0.0042 -0.0098 -0.0275 0.0926
H 5.116 -3.109 7.648 -0.0280 0.0216 0.0094 0.0920
H 4.127 -3.451 5.627 -0.0045 0.0317 -0.0218 0.0989
H 2.548 -2.847 3.840 0.0612 0.0352 0.0238 0.1292
N 0.766 4.962 2.210 0.1208 -0.1062 -0.1571 0.1132
C 0.389 4.269 1.077 -0.0458 0.1174 0.0897 -0.3791
C 0.386 2.865 1.057 0.0204 -0.2122 0.0318 -0.0635
N 0.048 2.197 -0.022 0.0034 0.0722 -0.0064 0.0877
C -0.285 2.892 -1.115 0.0018 0.0036 0.0462 -0.1251
C -0.278 4.272 -1.088 0.0293 0.0589 0.0360 -0.1319
N 0.052 4.971 0.006 -0.0438 -0.0439 -0.1027 0.1057
H 0.752 4.466 3.083 -0.0613 -0.0192 0.0419 0.0849
H 0.493 5.928 2.241 -0.0482 0.0467 -0.0018 0.0838
H 0.659 2.287 1.942 -0.0317 0.0685 -0.1260 0.1094
H -0.556 2.322 -2.000 0.0412 0.0636 0.1047 0.1016
H -0.548 4.850 -1.966 0.0098 -0.0309 0.0383 0.0969
O -0.455 -5.195 -0.276 -0.0307 0.1308 -0.1427 -0.6624
S 0.076 -4.029 0.471 0.0677 -0.2037 0.2883 0.5699
N 0.236 -2.710 -0.129 -0.0884 -0.2255 -0.1522 -0.4377
```
Forces are in eV/Å.

The orbital gap (spin up / spin down) comes out at 5.2 / 5.2 eV. As for the HOMO energy (spin up / spin down): -3.86 / -3.84 eV. As for the relative energy (zero: lowest compared OMol25 entry of this formula, charge and spin): 0.000 eV. The multiplicity is 2. As for the total charge: -1.